[1]
This record from the OMol25 dataset describes a structure of composition C20H24I2N5OPd. The level of theory is the ωB97M-V functional and the def2-TZVPD basis.

Structure (XYZ):
```
53
Properties=species:S:1:pos:R:3:forces:R:3:mulliken_charge:R:1
Pd 0.062 0.406 -0.725 0.1 -0.2 0.1 0.337
I 0.830 6.412 3.602 -0.1 -0.3 -0.3 0.166
C 0.526 5.025 2.065 0.0 0.3 0.3 -0.295
C -0.588 5.142 1.238 0.0 0.0 0.0 -0.362
C -0.748 4.236 0.219 -0.4 -0.1 -0.5 -0.213
I -2.430 4.294 -1.021 0.2 0.1 0.2 0.128
C 0.175 3.171 -0.012 0.1 0.2 0.0 0.760
O 0.022 2.388 -1.022 -0.1 0.3 0.5 -0.877
C 1.273 3.047 0.900 0.0 -0.1 -0.1 0.797
C 2.262 1.920 0.744 0.0 0.0 0.1 -1.404
N 1.677 0.627 1.152 0.1 0.1 -0.1 -0.091
C 1.140 0.635 2.510 -0.1 0.0 -0.1 -1.182
C -0.331 1.011 2.552 0.0 0.0 0.0 0.927
C -0.870 1.623 3.676 0.0 0.0 0.0 -0.918
C -2.216 1.950 3.683 0.0 0.0 0.0 -0.469
C -2.987 1.650 2.570 0.0 0.0 0.0 -0.760
C -2.373 1.021 1.501 0.0 0.0 0.1 -0.549
N -1.076 0.710 1.492 -0.1 0.0 -0.1 0.450
C 1.441 3.986 1.892 0.1 -0.1 0.0 -0.560
H -1.313 5.929 1.388 0.0 0.0 0.0 0.403
H 2.550 1.837 -0.305 0.1 0.0 0.0 0.374
H 3.157 2.147 1.333 0.0 0.1 0.0 0.511
H 2.374 -0.096 1.054 0.0 0.0 0.0 0.213
H 1.252 -0.362 2.939 0.0 0.0 0.0 0.509
H 1.694 1.330 3.149 0.0 -0.1 0.1 0.381
H -0.242 1.848 4.529 0.0 0.0 0.0 0.491
H -2.656 2.433 4.546 0.0 0.0 0.0 0.436
H -4.037 1.901 2.530 0.0 0.0 0.0 0.469
H -2.933 0.751 0.613 0.0 0.0 0.0 0.445
H 2.300 3.915 2.547 0.0 0.0 0.0 0.421
C 1.301 -3.125 -4.351 -0.1 0.0 0.1 -0.650
C 0.439 -1.883 -4.472 0.1 -0.1 0.0 -0.694
N 0.200 -1.378 -3.131 0.1 -0.4 0.1 -0.097
C 0.022 -2.185 -2.046 -0.2 0.0 0.3 0.416
N -0.237 -1.625 -0.875 0.1 -0.2 -0.6 -0.032
C -0.485 -2.470 0.285 0.0 0.0 0.0 -0.699
C -1.060 -3.814 -0.122 0.1 0.1 0.0 -0.779
C -0.117 -4.440 -1.126 -0.1 -0.1 0.1 -0.722
N 0.118 -3.520 -2.232 0.1 0.0 0.0 0.210
C 0.554 -4.124 -3.490 0.0 0.0 -0.1 -0.681
H 2.252 -2.863 -3.883 0.0 0.0 0.0 0.298
H 1.502 -3.556 -5.331 0.0 0.0 0.0 0.356
H -0.499 -2.133 -4.979 0.0 0.0 0.0 0.288
H 0.941 -1.109 -5.050 0.0 0.0 0.0 0.400
H -0.105 -0.430 -3.018 -0.1 0.2 0.0 0.139
H -1.166 -1.936 0.946 0.0 0.0 0.0 0.304
H 0.450 -2.622 0.839 0.0 0.0 0.0 0.198
H -2.043 -3.671 -0.577 0.0 0.0 0.0 0.332
H -1.177 -4.464 0.744 0.0 0.0 0.0 0.381
H -0.544 -5.355 -1.538 0.0 0.0 -0.1 0.454
H 0.835 -4.701 -0.650 0.0 0.0 0.0 0.299
H -0.314 -4.509 -4.035 0.0 0.0 0.0 0.313
H 1.196 -4.972 -3.245 0.0 0.0 0.0 0.432
```
Positions in Å, forces in eV/Å.

## Properties
Kohn-Sham gap (spin up / spin down)	8.628 / 5.168	eV
net charge	+1
2S+1	3

[2]
This record from the OMol25 dataset describes a structure of composition C8H3F18NO18S6Zn2 in a non-equilibrium geometry. The level of theory is the ωB97M-V functional and the def2-TZVPD basis.

Structure (XYZ):
```
56
Properties=species:S:1:pos:R:3:forces:R:3:mulliken_charge:R:1
Zn -3.209 0.907 2.820 0.9 -1.0 -0.9 1.332
Zn -0.728 -0.085 -3.091 0.6 -0.3 0.4 1.448
C 2.116 -2.067 2.317 0.1 0.7 -0.2 0.502
F 3.436 -2.269 1.922 -2.2 1.0 0.8 -0.204
F 1.470 -3.182 2.013 0.0 0.2 0.2 -0.187
F 2.051 -1.867 3.669 0.5 -0.3 -1.6 -0.195
S 1.097 -0.517 1.465 -0.6 1.8 -0.9 1.076
O 1.978 0.653 1.483 -0.3 -1.5 0.8 -0.585
O 0.661 -0.834 0.106 0.7 -0.9 0.6 -0.597
O -0.112 -0.348 2.320 1.1 -0.4 0.4 -0.584
C -2.223 -3.336 7.106 -1.6 2.7 0.8 0.591
F -2.262 -4.292 6.228 0.2 -0.8 -0.2 -0.184
F -2.549 -3.786 8.352 0.4 0.0 -1.1 -0.218
F -1.041 -2.746 7.159 0.8 -0.6 0.1 -0.211
S -3.416 -1.900 6.624 -1.2 1.5 1.3 1.098
O -3.264 -0.840 7.638 0.0 -1.8 -0.6 -0.636
O -3.000 -1.391 5.323 0.8 -0.1 -1.3 -0.561
O -4.722 -2.520 6.513 0.4 -0.3 0.5 -0.617
C 3.635 3.759 -4.591 -0.8 -3.2 -3.4 0.565
F 2.691 4.408 -5.342 1.0 0.1 1.1 -0.223
F 4.851 4.029 -5.075 -0.2 0.3 -0.1 -0.207
F 3.600 4.042 -3.354 -0.5 1.0 2.0 -0.180
S 3.246 1.823 -4.840 -0.6 -1.7 0.3 1.097
O 1.932 1.625 -4.194 -0.7 0.8 0.5 -0.563
O 3.045 1.495 -6.242 0.8 1.3 0.1 -0.582
O 4.287 1.083 -4.162 0.2 1.0 -0.2 -0.609
C -1.525 5.409 -1.034 -3.1 -1.7 2.1 0.540
F -1.558 5.804 -2.266 1.0 0.4 -1.3 -0.190
F -0.336 5.240 -0.505 0.7 0.3 -0.5 -0.196
F -2.198 6.344 -0.312 0.6 0.0 0.0 -0.239
S -2.608 3.794 -0.920 -0.1 -1.2 1.5 1.080
O -1.952 2.864 -1.839 0.0 0.4 0.1 -0.623
O -2.628 3.309 0.499 0.7 0.6 -0.9 -0.664
O -3.924 4.262 -1.268 0.2 0.4 -0.7 -0.638
C -3.704 -3.859 0.140 2.5 1.1 -2.9 0.596
F -4.159 -4.034 1.318 0.1 0.4 2.4 -0.192
F -2.300 -3.970 0.020 -2.0 0.2 1.1 -0.234
F -4.176 -4.837 -0.574 -0.7 -1.1 -1.4 -0.225
S -4.137 -2.156 -0.599 0.6 1.7 -1.3 1.062
O -5.532 -2.129 -0.946 -0.2 -1.3 -0.5 -0.621
O -3.928 -1.266 0.509 0.7 1.0 2.5 -0.671
O -3.202 -1.831 -1.701 -0.5 -1.1 0.5 -0.618
C 1.856 -5.076 -5.185 -1.0 0.7 -3.0 0.586
F 2.479 -5.531 -6.324 0.5 0.7 0.9 -0.239
F 1.150 -6.085 -4.806 -1.0 -1.7 1.5 -0.215
F 2.681 -4.689 -4.266 1.0 0.1 0.5 -0.193
S 0.683 -3.717 -5.729 0.0 2.5 -3.0 1.153
O -0.530 -4.348 -6.238 1.2 -0.3 0.5 -0.626
O 0.396 -2.904 -4.548 0.0 0.0 1.0 -0.558
O 1.443 -2.955 -6.760 -1.0 -1.5 1.8 -0.641
C 3.789 5.401 3.270 0.0 0.0 -0.3 -0.732
C 4.545 4.428 4.085 -2.5 3.4 -2.8 0.295
N 5.069 3.679 4.724 2.1 -2.8 2.4 -0.319
H 2.859 4.970 2.898 0.0 -0.2 0.2 0.243
H 4.336 5.719 2.383 0.3 -0.2 0.1 0.252
H 3.544 6.318 3.806 0.1 -0.2 0.3 0.265
```
Positions in Å, forces in eV/Å.

## Properties
Kohn-Sham gap	2.536	eV
net charge	-2

[3]
This record from the OMol25 dataset describes a cluster of 2 separate species, C6H14BBrO8P in total in a non-equilibrium geometry. The level of theory is the ωB97M-V functional and the def2-TZVPD basis.

Structure (XYZ):
```
31
Properties=species:S:1:pos:R:3:forces:R:3:mulliken_charge:R:1
O -0.429 3.475 2.135 -0.4 -1.7 -0.7 -0.759
P -0.676 2.245 1.309 1.1 1.9 0.4 1.141
O 0.441 2.242 0.054 -0.9 -0.4 1.4 -0.545
O -0.388 0.844 2.116 -0.7 1.2 -1.0 -0.438
C -2.357 2.175 0.526 0.2 -0.2 0.6 0.000
C -3.359 3.328 0.963 0.3 -1.4 -0.4 -0.511
O -4.530 2.598 1.180 -0.4 0.0 0.2 -0.594
B -4.338 1.162 0.906 0.3 0.9 0.2 0.879
Br -5.514 0.255 2.322 0.0 -0.6 0.2 -0.416
O -2.878 0.991 1.059 -0.4 -0.1 0.1 -0.821
H -0.081 2.254 -0.745 -0.1 -0.1 -0.7 0.331
H 0.528 0.619 1.971 0.6 -0.2 -0.1 0.275
H -2.356 2.135 -0.576 0.5 0.0 -0.1 0.190
H -2.912 3.814 1.834 -0.5 0.2 0.2 0.288
H -3.625 4.026 0.166 0.8 0.3 -0.1 0.255
H -4.659 0.749 -0.180 -0.4 0.0 -0.2 -0.278
C 3.686 -2.682 -2.943 -0.1 -0.2 0.1 -1.100
C 3.583 -1.367 -2.196 0.4 -0.1 -0.3 -0.209
O 2.318 -1.228 -1.544 0.0 0.1 -0.1 -0.340
C 2.178 -1.938 -0.425 -0.4 0.2 -0.1 0.759
O 3.011 -2.646 0.071 0.3 -0.2 0.1 -0.570
O 0.956 -1.719 0.046 0.0 0.0 0.1 -0.259
C 0.634 -2.483 1.210 -0.3 -0.1 0.3 -0.764
H 2.851 -2.793 -3.636 0.1 0.1 -0.1 0.292
H 4.621 -2.731 -3.504 0.0 0.1 0.0 0.355
H 3.654 -3.528 -2.258 0.1 0.1 0.1 0.312
H 3.645 -0.539 -2.900 -0.2 0.1 0.1 0.298
H 4.394 -1.248 -1.476 -0.1 -0.1 0.1 0.312
H 1.377 -2.340 1.992 0.1 -0.1 -0.1 0.329
H 0.553 -3.539 0.954 0.1 0.0 0.0 0.352
H -0.329 -2.131 1.572 0.0 0.2 -0.2 0.236
```
Positions in Å, forces in eV/Å.

## Properties
Kohn-Sham gap	7.557	eV
net charge	-1

[4]
This record from the OMol25 dataset describes a structure of composition C35H32N14O2S2Ti in a non-equilibrium geometry. The level of theory is the ωB97M-V functional and the def2-TZVPD basis.

Structure (XYZ):
```
86
Properties=species:S:1:pos:R:3:forces:R:3:mulliken_charge:R:1
Ti -0.046 0.367 0.382 1.2 -1.0 0.5 -0.882
C 2.631 3.726 1.244 -0.1 0.0 0.1 -0.604
C 1.851 2.840 0.516 0.0 0.1 -0.1 -0.080
N 0.872 2.158 1.105 0.1 0.7 0.6 0.350
C 0.630 2.385 2.404 0.3 0.2 0.0 -0.127
C 1.504 3.184 3.140 -0.2 -0.1 -0.1 -0.261
N 2.487 3.845 2.557 0.1 0.1 0.0 -0.525
C -0.596 1.754 2.904 -0.2 0.0 0.2 0.948
C -1.141 1.965 4.154 0.0 0.0 -0.1 -1.012
C -2.360 1.368 4.477 0.0 -0.1 -0.1 0.585
C -2.976 0.566 3.517 0.1 0.0 0.0 -1.274
C -2.363 0.383 2.289 0.0 0.0 0.2 1.051
N -1.197 0.971 1.992 -0.7 0.4 0.6 0.656
C -2.900 -0.458 1.211 -0.3 -0.2 -0.1 -0.179
C -4.130 -1.109 1.281 0.2 0.1 0.1 -0.427
N -4.582 -1.863 0.293 -0.1 -0.1 -0.1 -0.575
C -3.833 -1.946 -0.796 -0.1 0.1 0.1 -0.641
C -2.617 -1.283 -0.892 0.0 0.1 -0.1 -0.412
N -2.128 -0.568 0.115 -0.2 -0.1 0.4 0.898
C -2.978 1.591 5.796 -0.1 0.1 0.2 0.110
C -3.019 2.871 6.342 0.0 -0.1 0.0 -0.488
C -3.621 3.041 7.581 0.1 0.0 -0.1 -0.446
N -4.136 2.035 8.276 -0.1 0.0 0.3 -0.548
C -4.090 0.814 7.761 0.1 0.0 -0.1 -0.438
C -3.534 0.540 6.518 0.1 0.0 -0.1 -0.489
H 3.400 4.325 0.775 0.0 -0.1 -0.1 0.424
H 2.032 2.654 -0.534 0.0 0.0 0.0 0.414
H 1.423 3.280 4.215 -0.1 0.0 0.0 0.433
H -0.630 2.578 4.883 0.0 0.0 0.0 0.683
H -3.927 0.107 3.741 0.0 0.0 0.0 0.725
H -4.767 -1.037 2.153 0.0 0.1 0.0 0.449
H -4.196 -2.565 -1.606 0.0 0.0 0.0 0.481
H -2.060 -1.339 -1.813 0.1 -0.1 0.1 0.237
H -2.621 3.722 5.805 0.0 0.0 0.0 0.504
H -3.681 4.020 8.041 0.0 0.0 0.0 0.384
H -4.507 0.019 8.367 0.0 0.0 0.0 0.383
H -3.498 -0.476 6.145 0.0 0.0 0.0 0.504
S 0.267 -1.470 1.927 0.0 -0.2 -0.1 -0.610
C 1.906 -1.572 1.367 0.1 -0.2 -0.1 0.976
S 2.380 -0.125 0.529 0.0 0.0 0.1 -0.539
C 2.722 -2.646 1.526 -0.1 0.2 -0.1 0.875
C 4.026 -2.641 0.949 0.2 0.0 -0.1 -0.165
N 5.049 -2.607 0.426 0.0 0.0 0.1 -0.426
C 2.240 -3.832 2.149 -0.1 -0.2 0.1 -0.159
N 1.790 -4.792 2.595 0.0 0.1 0.0 -0.491
N 0.320 -0.720 -1.421 -0.3 -0.8 -0.7 0.349
C -0.004 0.050 -2.643 0.1 0.5 0.1 1.046
C 1.241 0.265 -3.549 -0.1 -0.1 -0.2 -1.162
C 1.143 -0.271 -4.999 -0.1 0.1 0.0 -0.518
C 0.814 0.782 -6.065 0.2 -0.2 0.2 -1.131
N -0.450 1.454 -5.809 -0.1 0.2 0.4 0.046
C -1.590 1.347 -6.470 -0.1 -0.1 0.0 0.901
N -1.698 0.650 -7.604 0.0 0.1 0.0 -0.335
N -2.673 1.937 -5.951 0.2 0.0 0.0 -0.350
C -0.618 1.403 -2.181 -0.1 -0.2 -1.4 0.361
O -0.947 2.249 -2.997 0.1 -0.3 0.0 -0.896
O -0.749 1.523 -0.905 -0.2 0.8 -0.5 -0.183
H 1.320 -0.893 -1.403 0.0 0.0 0.0 0.495
H -0.089 -1.696 -1.355 0.1 0.4 0.1 -0.018
H -0.776 -0.452 -3.231 0.0 0.0 0.1 0.331
H 2.084 -0.238 -3.074 0.0 0.1 0.0 0.483
H 1.501 1.326 -3.583 0.0 0.0 0.1 0.509
H 0.416 -1.085 -5.062 0.0 0.0 0.1 0.070
H 2.109 -0.696 -5.275 0.0 0.0 0.0 0.476
H 0.802 0.311 -7.046 0.1 0.1 0.0 0.517
H 1.601 1.538 -6.075 0.0 0.0 -0.1 0.251
H -0.521 1.926 -4.905 0.0 0.0 0.0 0.142
H -0.886 0.295 -8.074 0.0 0.0 0.0 0.161
H -2.557 0.664 -8.126 0.0 0.0 0.0 0.225
H -2.578 2.473 -5.103 -0.1 0.0 0.0 0.175
H -3.545 1.968 -6.449 0.0 0.0 0.0 0.198
N -1.114 -5.429 -0.162 -0.1 -0.1 0.0 0.009
C -0.667 -4.199 0.169 0.1 0.1 -0.1 -0.855
N -0.588 -3.384 -0.857 0.0 -0.2 -0.1 -0.113
C -1.005 -4.144 -1.948 0.0 -0.2 0.1 0.111
C -1.096 -3.809 -3.298 0.0 0.0 0.0 0.134
C -1.537 -4.781 -4.174 0.0 0.1 -0.1 -0.786
C -1.901 -6.059 -3.728 0.0 -0.1 0.0 -0.466
C -1.813 -6.410 -2.396 0.0 0.0 0.0 -1.079
C -1.348 -5.436 -1.521 0.0 0.3 -0.2 0.456
H -1.221 -6.205 0.470 0.0 0.0 0.0 0.241
H -0.397 -3.949 1.180 0.0 0.0 0.1 0.594
H -0.806 -2.826 -3.654 0.0 0.0 0.0 0.080
H -1.602 -4.560 -5.231 0.0 0.0 0.0 0.429
H -2.255 -6.783 -4.449 0.0 0.0 0.0 0.398
H -2.100 -7.394 -2.049 0.0 0.0 0.0 0.430
```
Positions in Å, forces in eV/Å.

## Properties
Kohn-Sham gap	6.251	eV
net charge	+2

no.,E (a.u.)
1,-1848.5952
2,-9460.7585
3,-3779.4150
4,-3915.5784